Record 1
Computed, not measured: a molecular structure, C23H25N3O4Pt in a non-equilibrium geometry, with ωB97M-V/def2-TZVPD.

Structure (XYZ):
```
56
Properties=species:S:1:pos:R:3
Pt 0.287 -0.043 0.163
O 0.217 -1.449 -1.556
C -0.895 -1.883 -2.031
C -0.986 -2.245 -3.407
C -2.143 -2.733 -3.971
C -3.299 -2.904 -3.203
C -3.237 -2.573 -1.861
C -2.084 -2.071 -1.253
C -2.170 -1.809 0.183
N -1.273 -1.270 0.915
N -1.596 -1.186 2.269
C -0.635 -0.601 2.961
O 0.478 -0.170 2.569
C -0.959 -0.434 4.433
C -0.146 0.391 5.199
C -0.417 0.598 6.547
C -1.501 -0.030 7.143
C -2.311 -0.866 6.383
C -2.043 -1.065 5.036
H -0.087 -2.124 -4.002
H -2.154 -2.993 -5.025
H -4.212 -3.287 -3.640
H -4.118 -2.708 -1.238
H -3.087 -2.121 0.688
H 0.699 0.859 4.709
H 0.223 1.248 7.133
H -1.717 0.131 8.193
H -3.156 -1.366 6.844
H -2.665 -1.706 4.426
O 1.031 2.110 0.783
N 0.582 3.174 0.235
C 1.169 3.690 -0.873
C 0.698 4.858 -1.437
C -0.389 5.515 -0.889
C -0.991 4.959 0.228
C -0.501 3.791 0.773
H 1.982 3.090 -1.252
H 1.193 5.233 -2.323
H -0.764 6.431 -1.323
H -1.854 5.419 0.690
H -0.911 3.278 1.630
C -0.343 1.395 -3.170
C 1.073 0.927 -3.412
O 1.790 0.920 -2.192
C 3.053 0.296 -2.309
C 3.598 0.018 -0.929
H -0.872 1.487 -4.122
H -0.351 2.369 -2.676
H -0.869 0.686 -2.534
H 1.584 1.583 -4.137
H 1.066 -0.089 -3.822
H 3.735 0.950 -2.876
H 2.939 -0.639 -2.872
H 3.726 0.942 -0.363
H 4.562 -0.489 -1.007
H 2.903 -0.615 -0.374
```

Properties
Orbital gap (spin up / spin down) (hartree): 0.2088 / 0.2121
Lowest unoccupied orbital energy (spin up / spin down) (eV): 2.543 / 2.544
Multiplicity: 2
HOMO energy (spin up / spin down) (hartree): -0.1153 / -0.1187
Net charge: -1
⟨S²⟩: 0.758

Record 2
Computed, not measured: a single C23H25N3O6S molecule in a non-equilibrium geometry, with ωB97M-V/def2-TZVPD.

Structure (XYZ):
```
58
Properties=species:S:1:pos:R:3
C 1.595 0.600 -3.148
C 0.955 1.244 -1.976
C 0.399 2.491 -1.892
C 0.278 3.543 -2.920
O 0.726 3.419 -4.046
N -0.390 4.639 -2.498
C -0.556 5.810 -3.330
C 0.431 6.889 -2.956
C 1.794 6.708 -3.173
C 2.662 7.715 -2.790
C 2.141 8.861 -2.208
C 0.768 8.941 -2.034
N -0.066 7.980 -2.393
O -0.102 2.743 -0.635
C 0.135 1.642 0.103
C -0.190 1.439 1.438
C 0.157 0.222 1.987
C 0.803 -0.747 1.222
S 1.185 -2.298 2.024
O 1.877 -3.147 1.093
O 1.809 -2.037 3.288
N -0.378 -2.851 2.329
C -0.482 -3.752 3.463
C -0.417 -5.208 3.020
C -1.649 -5.544 2.150
C -2.148 -4.294 1.415
C -1.013 -3.328 1.110
O -1.361 -6.563 1.219
C -1.560 -7.791 1.878
C -2.587 -7.461 2.983
O -2.707 -6.054 2.946
C 1.131 -0.559 -0.099
C 0.792 0.664 -0.675
H 2.625 0.338 -2.911
H 1.578 1.278 -3.996
H 1.067 -0.317 -3.404
H -0.664 4.704 -1.531
H -1.571 6.198 -3.219
H -0.386 5.488 -4.361
H 2.150 5.800 -3.635
H 3.726 7.611 -2.945
H 2.783 9.671 -1.898
H 0.308 9.811 -1.585
H -0.689 2.203 2.011
H -0.053 -0.009 3.018
H 0.344 -3.505 4.132
H -1.427 -3.560 3.982
H 0.485 -5.366 2.425
H -0.390 -5.865 3.889
H -2.620 -4.612 0.485
H -2.899 -3.815 2.043
H -0.270 -3.829 0.476
H -1.396 -2.455 0.571
H -0.620 -8.159 2.307
H -1.932 -8.509 1.146
H -3.573 -7.888 2.782
H -2.244 -7.794 3.969
H 1.635 -1.340 -0.645
```

Properties
SMILES: Cc1c(C(=O)NCc2ccccn2)oc2ccc(S(=O)(=O)N3CCC4(CC3)OCCO4)cc12
Orbital gap (hartree): 0.3319
Lowest unoccupied orbital energy (eV): 0.126
Relative energy (zero: lowest compared OMol25 entry of this formula, charge and spin) (kcal/mol): 26.5
HOMO energy (hartree): -0.3273

Record 3
Computed, not measured: a single C23H25N5O2 molecule, with ωB97M-V/def2-TZVPD.

Structure (XYZ):
```
55
Properties=species:S:1:pos:R:3
C 4.818 -1.027 1.236
C 3.706 -1.334 0.283
C 3.958 -1.666 -1.047
C 2.893 -1.928 -1.889
C 1.601 -1.848 -1.380
C 0.367 -2.154 -2.171
O -0.115 -3.269 -2.185
N -0.182 -1.107 -2.837
C 0.342 0.236 -2.833
C -0.452 1.112 -1.862
C -1.929 1.077 -2.251
N -2.771 1.890 -1.398
N -3.831 2.448 -1.983
C -4.471 3.128 -1.056
C -3.821 3.019 0.175
C -2.733 2.203 -0.078
N -1.726 1.842 0.824
C -1.430 0.561 1.220
O -1.995 -0.409 0.759
C -0.307 0.492 2.195
C 0.799 1.321 2.014
C 1.891 1.233 2.854
C 1.883 0.315 3.889
C 0.790 -0.511 4.072
C -0.314 -0.448 3.232
C -1.477 -1.363 3.444
C -2.436 -0.370 -2.311
C -1.563 -1.185 -3.266
C 1.458 -1.539 -0.030
N 2.474 -1.280 0.770
H 4.398 -0.755 2.200
H 5.428 -0.208 0.860
H 5.460 -1.898 1.358
H 4.974 -1.719 -1.409
H 3.055 -2.189 -2.926
H 0.258 0.636 -3.851
H 1.396 0.223 -2.552
H -0.311 0.705 -0.863
H -0.075 2.137 -1.884
H -2.047 1.524 -3.247
H -5.364 3.670 -1.298
H -4.094 3.458 1.112
H -1.386 2.593 1.407
H 0.819 2.019 1.189
H 2.745 1.874 2.696
H 2.732 0.239 4.553
H 0.793 -1.230 4.879
H -1.541 -2.076 2.624
H -1.371 -1.911 4.378
H -2.414 -0.810 3.461
H -2.395 -0.808 -1.313
H -3.471 -0.375 -2.653
H -1.643 -0.799 -4.287
H -1.855 -2.236 -3.252
H 0.478 -1.501 0.425
```

Properties
SMILES: Cc1ccc(C(=O)N2CCC(n3nccc3NC(=O)c3ccccc3C)CC2)cn1
Orbital gap (hartree): 0.3519
Lowest unoccupied orbital energy (eV): 0.595
Relative energy (zero: lowest compared OMol25 entry of this formula, charge and spin) (kcal/mol): 33.5
HOMO energy (hartree): -0.3300

Record 4
Computed, not measured: a single C23H25N5O4S molecule in a non-equilibrium geometry, with ωB97M-V/def2-TZVPD.

Structure (XYZ):
```
58
Properties=species:S:1:pos:R:3
C -4.206 0.447 0.647
C -2.915 -0.172 1.029
N -2.708 -0.631 2.232
O -1.452 -1.164 2.256
C -0.865 -1.029 1.050
C 0.447 -1.545 0.933
C 1.213 -1.389 -0.174
N 2.478 -1.793 -0.305
C 3.202 -1.617 -1.545
C 2.852 -2.693 -2.544
C 1.657 -2.646 -3.258
C 1.362 -3.679 -4.133
C 2.272 -4.718 -4.261
N 3.408 -4.772 -3.589
C 3.685 -3.786 -2.754
C -1.769 -0.378 0.211
S -1.800 0.143 -1.465
O -3.055 -0.273 -2.022
O -0.617 -0.224 -2.194
N -1.867 1.842 -1.281
C -2.790 2.492 -2.189
C -0.555 2.466 -1.278
C 0.372 1.926 -0.193
O 1.434 1.411 -0.491
N -0.034 2.098 1.084
C -1.243 2.809 1.497
C -1.464 2.435 2.971
C -0.171 1.778 3.350
C 0.259 1.343 4.584
C 1.503 0.733 4.680
C 2.293 0.569 3.556
C 1.867 1.000 2.307
C 0.624 1.599 2.219
H -4.075 1.502 0.412
H -4.911 0.342 1.467
H -4.588 -0.047 -0.244
H 0.824 -2.038 1.818
H 0.808 -0.872 -1.029
H 2.897 -2.349 0.425
H 4.273 -1.635 -1.330
H 2.933 -0.636 -1.947
H 0.971 -1.821 -3.130
H 0.446 -3.674 -4.702
H 2.088 -5.547 -4.932
H 4.629 -3.874 -2.229
H -3.655 1.845 -2.297
H -2.346 2.656 -3.177
H -3.094 3.452 -1.768
H -0.042 2.299 -2.235
H -0.693 3.543 -1.132
H -2.080 2.522 0.863
H -1.070 3.887 1.389
H -1.676 3.310 3.586
H -2.289 1.728 3.088
H -0.363 1.471 5.456
H 1.854 0.386 5.640
H 3.260 0.099 3.647
H 2.479 0.871 1.431
```

Properties
SMILES: Cc1noc(/C=C/NCc2cccnc2)c1S(=O)(=O)N(C)CC(=O)N1CCc2ccccc21
Orbital gap (hartree): 0.3036
Lowest unoccupied orbital energy (eV): 0.575
Relative energy (zero: lowest compared OMol25 entry of this formula, charge and spin) (kcal/mol): 73.0
HOMO energy (hartree): -0.2824

Calculated values (eV) of calculated total energy for the records, taken in order: -40161.060, -51847.178, -35803.393, -50731.031.